[1]
{
  "formula": "CH6OP2",
  "method": "ωB97M-V with the def2-TZVPD basis set",
  "symbols": ["P", "P", "O", "C", "H", "H", "H", "H", "H", "H"],
  "positions_angstrom": [[0.67, 0.02, -0.59], [-1.49, -0.58, -0.89], [1.36, -1.41, -0.26], [0.32, 0.60, 1.19], [-1.06, -1.81, -0.43], [2.17, -1.00, 0.12], [-0.46, 1.38, 1.13], [-1.40, -1.25, -2.19], [1.26, 1.05, 1.55], [-0.09, -0.21, 1.89]],
  "nbo_charge": [0.822, -0.062, -0.963, -0.978, 0.002, 0.477, 0.236, 0.005, 0.226, 0.235],
  "homo_lumo_gap_ev": 9.48,
  "lumo_ev": 0.82,
  "homo_ev": -8.66,
  "smiles": "CP(O)#[PH2]"
}

***

[2]
{
  "formula": "CH6OS",
  "method": "ωB97M-V with the def2-TZVPD basis set",
  "symbols": ["S", "O", "C", "H", "H", "H", "H", "H", "H"],
  "positions_angstrom": [[0.13, -2.37, -0.88], [-0.92, 0.94, 0.36], [0.51, 0.88, 0.59], [-0.86, -1.58, -0.43], [-0.13, -2.10, -2.16], [0.93, 0.47, -0.34], [-1.29, 1.67, 0.86], [0.74, 0.18, 1.38], [0.89, 1.91, 0.61]],
  "nbo_charge": [-0.306, -0.744, -0.264, 0.162, 0.144, 0.189, 0.467, 0.176, 0.175],
  "homo_lumo_gap_ev": 10.48,
  "lumo_ev": 0.90,
  "homo_ev": -9.58,
  "smiles": "CO.S"
}

***

[3]
{
  "formula": "CH6OS",
  "method": "ωB97M-V with the def2-TZVPD basis set",
  "symbols": ["S", "O", "C", "H", "H", "H", "H", "H", "H"],
  "positions_angstrom": [[0.71, -2.70, 1.45], [-1.04, 0.35, -0.54], [-0.13, 1.47, -0.65], [-0.01, -2.67, 0.33], [1.54, -1.73, 1.09], [-0.69, 2.30, -1.07], [0.65, 1.09, -1.31], [-1.31, 0.23, 0.38], [0.28, 1.67, 0.33]],
  "nbo_charge": [0.392, -0.574, -0.263, 0.176, 0.166, 0.231, 0.209, 0.477, 0.186],
  "homo_lumo_gap_ev": [12.01, 3.73],
  "lumo_ev": [-3.98, -10.53],
  "homo_ev": [-15.99, -14.26],
  "s_squared": 0.76,
  "total_charge": 1,
  "multiplicity": 2
}

***

The evaluated molecular weight for the records listed, in turn: 96.01; 66.12; 66.12 g/mol.
The evaluated energy above the lowest of the compared OMol25 structures with the same formula, charge and spin for the records listed, in turn: 0.638; 0.556; 1.187 eV.
The evaluated calculated total energy for the records listed, in turn: -799.61475; -515.08913; -514.71385 hartree.